# 1
This record from OMol25 describes one molecule with the formula C3H3NO2 at a distorted geometry. The level of theory is ωB97M-V/def2-TZVPD.

HOMO-LUMO gap = 10.69 eV
energy relative to the best compared isomer or geometry (same formula, charge and spin) = 103.5 kcal/mol
largest force on an atom = 4.3 eV Å⁻¹
molecular weight = 85.1 g/mol
total energy = -8740.6451 eV
E_HOMO = -9.67 eV
SMILES string = C1=CN2O[C@H]2O1

Each line ends with the Löwdin charge.
Positions of all 9 atoms, in Å:
C1 0.714 -0.826 0.293  -0.108
C2 0.596 -0.285 -0.909  -0.002
N1 -0.453 0.864 -0.819  0.044
O1 -1.644 0.272 -0.355  0.040
C3 -0.780 0.749 0.570  -0.392
O2 0.002 -0.142 1.248  0.023
H1 1.331 -1.708 0.677  0.154
H2 1.128 -0.602 -1.759  0.085
H3 -0.892 1.679 1.054  0.156

# 2
This record from OMol25 describes one molecule with the formula C3H3NO2 at a distorted geometry. The level of theory is ωB97M-V/def2-TZVPD.

HOMO-LUMO gap = 10.88 eV
energy relative to the best compared isomer or geometry (same formula, charge and spin) = 53.3 kcal/mol
largest force on an atom = 4.2 eV Å⁻¹
molecular weight = 85.1 g/mol
total energy = -8742.8190 eV
E_HOMO = -11.14 eV
SMILES string = N#C[C@@H](O)C=O

Each line ends with the Löwdin charge.
Positions of all 9 atoms, in Å:
N1 2.417 0.443 0.196  0.181
C1 1.375 0.170 -0.205  -0.182
C2 0.013 -0.331 -0.501  -0.314
O1 -0.144 -1.522 0.265  -0.013
C3 -0.853 0.786 0.036  -0.173
O2 -1.920 0.652 0.672  0.059
H1 -0.086 -0.577 -1.587  0.176
H2 -0.465 -1.427 1.179  0.118
H3 -0.338 1.805 -0.055  0.147

Q: Which formula does entry 2 have?
A: C3H3NO2